<A>
C4H5F3O | wB97M-V/def2-TZVPD

Structure (ORCA input):
```
! RIJCOSX wB97M-V def2-TZVPD def2/J DEFGRID3
* xyz 0 1
C -0.395 1.186 1.324
C 0.419 0.309 0.842
C 1.666 -0.410 0.992
C -0.808 -0.712 -1.724
O -1.469 0.359 -2.172
F -1.554 1.526 0.679
F 0.066 -1.220 -2.583
F -1.565 -1.704 -1.208
H -0.303 1.761 2.248
H 2.120 -0.234 1.975
H 2.377 -0.097 0.225
H 1.494 -1.481 0.886
H -2.050 0.717 -1.483
*
```

Calculated values
E_HOMO (alpha / beta)   -0.33075 / -0.31314 hartree
M   126.08 g/mol
LUMO energy (alpha / beta)   0.457 / -0.334 eV

<B>
C4H5F3O | wB97M-V/def2-TZVPD

Structure (ORCA input):
```
! RIJCOSX wB97M-V def2-TZVPD def2/J DEFGRID3
* xyz 0 1
F -1.763 1.169 -0.646
C -2.085 -0.169 -0.731
C -2.649 -0.819 0.258
F -2.940 -2.095 0.066
F -3.062 -0.380 1.377
H -1.582 -0.654 -1.605
C 1.820 0.090 1.177
C 1.463 -0.609 0.160
O 0.561 -0.202 -0.815
H 2.748 -0.099 1.796
H 1.217 0.900 1.488
H 1.837 -1.584 -0.221
H 0.227 0.719 -0.658
*
```

Calculated values
SMILES   FC=C(F)F.C=CO
E_HOMO   -0.34128 hartree
M   126.08 g/mol
LUMO energy   0.841 eV

Name the most stable of them. <B>.

<A>
C27H35N5O3P2Sn | wB97M-V/def2-TZVPD

Structure (ORCA input):
```
! RIJCOSX wB97M-V def2-TZVPD def2/J DEFGRID3
* xyz 2 1
Sn -0.891 1.461 -2.009
C 1.462 0.160 2.239
C 2.506 0.488 1.469
C 3.468 -0.431 0.780
C 3.043 -1.145 -0.533
C 1.802 -1.999 -0.501
C 1.120 -2.417 0.576
C 1.612 -2.406 1.991
C 1.091 -1.191 2.779
C -1.388 -0.670 -2.262
H 0.824 0.977 2.609
H 2.721 1.554 1.317
H 3.918 -1.164 1.463
H 4.258 0.255 0.454
H 2.875 -0.367 -1.299
H 3.914 -1.727 -0.916
H 1.386 -2.207 -1.494
H 0.084 -2.770 0.457
H 2.700 -2.473 2.075
H 1.230 -3.306 2.506
H -0.002 -1.271 2.850
H 1.500 -1.230 3.802
H -2.448 -0.767 -2.004
H -0.782 -1.289 -1.575
H -1.209 -0.932 -3.312
P 7.289 -2.843 -2.949
P 7.964 -0.029 -1.461
N 6.984 -4.510 -2.459
N 8.000 -3.310 -4.526
N 8.036 -0.435 0.263
N 8.907 1.448 -1.307
C 8.901 -2.648 -2.026
C 9.342 -1.172 -1.952
C 5.779 -4.881 -1.838
C 5.882 -6.208 -1.437
C 7.188 -6.670 -1.808
C 7.850 -5.607 -2.410
C 7.440 -2.878 -5.737
C 8.236 -3.331 -6.786
C 9.322 -4.067 -6.212
C 9.164 -4.023 -4.831
C 6.850 -0.582 0.985
C 7.149 -1.007 2.272
C 8.569 -1.157 2.343
C 9.085 -0.822 1.097
C 10.021 1.752 -0.513
C 10.575 2.943 -0.961
C 9.790 3.390 -2.076
C 8.782 2.462 -2.275
H 9.696 -3.235 -2.512
H 8.743 -3.070 -1.017
H 10.197 -1.081 -1.265
H 9.672 -0.818 -2.944
H 4.980 -4.158 -1.753
H 5.120 -6.779 -0.931
H 7.593 -7.661 -1.657
H 8.852 -5.557 -2.803
H 6.536 -2.287 -5.726
H 8.069 -3.144 -7.837
H 10.126 -4.561 -6.740
H 9.805 -4.429 -4.065
H 5.919 -0.379 0.483
H 6.427 -1.196 3.056
H 9.144 -1.482 3.202
H 10.106 -0.832 0.749
H 10.327 1.117 0.303
H 11.439 3.437 -0.540
H 9.952 4.285 -2.657
H 7.983 2.403 -3.002
O -2.664 0.888 1.523
N -2.302 1.137 0.395
O -3.042 1.246 -0.625
O -0.954 1.275 0.144
*
```

Calculated values
E_HOMO (alpha / beta)   -0.44021 / -0.44021 hartree
M   658.27 g/mol
LUMO energy (alpha / beta)   -10.095 / -8.970 eV

<B>
C27H35N5O3P2Sn | wB97M-V/def2-TZVPD

Structure (ORCA input):
```
! RIJCOSX wB97M-V def2-TZVPD def2/J DEFGRID3
* xyz 2 1
Sn -2.976 -0.481 -1.839
C 2.238 -1.623 0.383
C 1.475 -2.335 -0.474
C 0.537 -3.476 -0.193
C -0.867 -3.116 0.368
C -0.994 -2.866 1.859
C -0.014 -2.408 2.652
C 1.442 -2.783 2.588
C 2.340 -1.720 1.882
C -2.899 0.637 0.081
H 2.900 -0.863 -0.056
H 1.506 -2.013 -1.524
H 0.991 -4.240 0.457
H 0.359 -3.910 -1.195
H -1.297 -2.280 -0.222
H -1.532 -3.956 0.154
H -2.025 -2.949 2.262
H -0.271 -1.767 3.512
H 1.550 -3.741 2.061
H 1.825 -2.904 3.626
H 2.138 -0.702 2.265
H 3.369 -1.986 2.176
H -2.537 1.674 0.009
H -2.252 -0.018 0.672
H -3.879 0.642 0.551
P -4.414 -6.344 -0.127
P -2.249 -6.852 -2.734
N -4.290 -6.699 1.575
N -6.136 -6.851 -0.238
N -0.898 -7.623 -1.882
N -1.953 -7.617 -4.293
C -3.756 -8.014 -0.615
C -3.472 -8.121 -2.114
C -3.985 -5.738 2.545
C -4.037 -6.345 3.795
C -4.385 -7.722 3.589
C -4.516 -7.921 2.221
C -7.132 -5.956 -0.644
C -8.336 -6.644 -0.751
C -8.081 -8.011 -0.409
C -6.731 -8.106 -0.080
C -0.001 -6.886 -1.099
C 0.875 -7.761 -0.468
C 0.505 -9.090 -0.856
C -0.610 -8.978 -1.680
C -1.312 -8.783 -4.730
C -1.463 -8.884 -6.111
C -2.246 -7.757 -6.540
C -2.547 -7.011 -5.416
H -4.410 -8.854 -0.338
H -2.830 -8.178 -0.054
H -3.159 -9.139 -2.388
H -4.393 -7.929 -2.677
H -3.747 -4.727 2.240
H -3.841 -5.876 4.746
H -4.518 -8.489 4.339
H -4.696 -8.827 1.662
H -6.891 -4.918 -0.809
H -9.291 -6.236 -1.058
H -8.775 -8.840 -0.415
H -6.169 -8.961 0.251
H -0.069 -5.808 -1.063
H 1.670 -7.493 0.217
H 0.983 -10.018 -0.566
H -1.219 -9.753 -2.120
H -0.833 -9.465 -4.050
H -1.055 -9.660 -6.741
H -2.534 -7.522 -7.554
H -3.157 -6.131 -5.280
O 0.456 1.358 -1.054
N -0.353 0.562 -1.497
O -0.995 0.773 -2.624
O -0.696 -0.505 -0.837
*
```

Calculated values
E_HOMO (alpha / beta)   -0.45132 / -0.45132 hartree
M   658.27 g/mol
LUMO energy (alpha / beta)   -9.502 / -9.202 eV

Name the most stable of them. <A>.

<A>
C25H28CaCl3N5O3P | wB97M-V/def2-TZVPD

Structure (ORCA input):
```
! RIJCOSX wB97M-V def2-TZVPD def2/J DEFGRID3
* xyz 1 1
Ca -0.719 0.079 -0.235
Cl 3.794 1.031 5.672
C 2.536 0.821 4.497
C 1.211 0.655 4.918
C 0.214 0.494 3.988
C 0.464 0.495 2.586
O -0.511 0.406 1.756
C 1.835 0.642 2.184
C 2.261 0.630 0.812
N 1.515 0.372 -0.205
C 2.057 0.226 -1.486
C 3.325 -0.246 -1.746
C 3.778 -0.427 -3.064
C 2.968 -0.155 -4.130
C 1.648 0.296 -3.911
C 0.740 0.560 -4.960
C -0.524 0.990 -4.668
C -0.890 1.144 -3.319
N -0.080 0.900 -2.318
C 1.183 0.484 -2.587
C 2.835 0.816 3.162
H 0.985 0.668 5.976
H -0.815 0.372 4.306
H 3.322 0.853 0.660
H 3.984 -0.505 -0.927
H 4.782 -0.796 -3.228
H 3.322 -0.288 -5.145
H 1.057 0.414 -5.985
H -1.244 1.201 -5.446
H -1.887 1.482 -3.057
H 3.865 0.940 2.849
Cl -3.373 -0.537 -1.683
C -4.235 -0.629 -0.149
Cl -3.109 -1.111 1.128
H -5.022 -1.369 -0.222
H -4.620 0.357 0.083
C -2.798 2.914 2.162
P -1.801 3.033 0.661
C -0.097 3.465 1.085
C -2.379 4.513 -0.211
O -1.959 1.820 -0.209
H -2.712 3.808 2.778
H -2.486 2.035 2.725
H -3.834 2.791 1.842
H -0.054 4.492 1.446
H 0.498 3.373 0.175
H 0.303 2.802 1.842
H -2.305 5.396 0.424
H -3.414 4.372 -0.519
H -1.758 4.651 -1.096
C -0.792 -4.351 -2.323
N -0.399 -4.012 -0.961
C -0.063 -4.951 -0.048
C 0.301 -4.618 1.211
C 0.297 -3.229 1.542
N -0.023 -2.311 0.637
C -0.358 -2.663 -0.611
O -0.646 -1.813 -1.465
N 0.613 -2.821 2.774
H -0.841 -5.431 -2.424
H -0.072 -3.946 -3.032
H -1.764 -3.914 -2.546
H -0.105 -5.980 -0.377
H 0.574 -5.371 1.934
H 0.849 -3.484 3.488
H 0.571 -1.837 2.992
*
```

Calculated values
E_HOMO   -0.36629 hartree
M   623.94 g/mol
LUMO energy   -2.731 eV

<B>
C25H28CaCl3N5O3P | wB97M-V/def2-TZVPD

Structure (ORCA input):
```
! RIJCOSX wB97M-V def2-TZVPD def2/J DEFGRID3
* xyz 1 1
Ca 0.444 -0.370 -0.084
Cl -3.590 4.100 4.410
C -2.505 2.936 3.717
C -2.416 1.653 4.263
C -1.553 0.733 3.720
C -0.747 1.013 2.585
O 0.053 0.108 2.118
C -0.865 2.326 2.043
C -0.106 2.804 0.905
N 0.427 2.081 -0.008
C 1.175 2.712 -1.026
C 0.877 3.933 -1.574
C 1.707 4.511 -2.558
C 2.834 3.868 -2.984
C 3.150 2.587 -2.473
C 4.292 1.858 -2.881
C 4.505 0.606 -2.388
C 3.553 0.059 -1.506
N 2.499 0.710 -1.078
C 2.298 1.985 -1.525
C -1.719 3.267 2.645
H -3.021 1.396 5.124
H -1.473 -0.254 4.161
H 0.001 3.893 0.859
H -0.011 4.463 -1.254
H 1.447 5.479 -2.963
H 3.488 4.318 -3.720
H 4.978 2.305 -3.590
H 5.364 0.019 -2.680
H 3.661 -0.963 -1.159
H -1.770 4.270 2.238
Cl 1.627 0.105 -4.629
C 0.276 1.142 -4.179
Cl -0.725 0.417 -2.901
H -0.356 1.286 -5.046
H 0.666 2.082 -3.804
C -3.443 -1.748 1.513
P -3.239 -0.651 0.107
C -3.905 0.940 0.594
C -4.293 -1.271 -1.207
O -1.802 -0.580 -0.334
H -4.484 -1.782 1.837
H -2.822 -1.381 2.331
H -3.116 -2.750 1.234
H -4.969 0.852 0.817
H -3.766 1.648 -0.223
H -3.380 1.310 1.475
H -5.330 -1.340 -0.879
H -3.943 -2.257 -1.512
H -4.229 -0.597 -2.061
C 2.031 -5.116 -1.365
N 1.732 -4.450 -0.100
C 1.806 -5.091 1.097
C 1.528 -4.475 2.265
C 1.142 -3.098 2.195
N 1.084 -2.482 1.019
C 1.368 -3.115 -0.133
O 1.304 -2.499 -1.207
N 0.825 -2.374 3.261
H 2.276 -6.155 -1.163
H 2.870 -4.627 -1.854
H 1.168 -5.060 -2.026
H 2.103 -6.130 1.054
H 1.593 -5.003 3.203
H 0.882 -2.760 4.186
H 0.545 -1.397 3.095
*
```

Calculated values
E_HOMO   -0.36307 hartree
M   623.94 g/mol
LUMO energy   -2.612 eV

Name the most stable of them. <B>.